Entry 1:
Here is a 2-piece molecular cluster, C4H11NO3 overall from OMol25. Energies are from wB97M-V/def2-TZVPD.

Summary:
Strongest force on any atom   0.8 eV Å⁻¹
Multiplicity   1
HOMO-LUMO gap   10.3529 eV
Lowest unoccupied orbital energy   0.75 eV
Electronic energy   -11958.2526 eV
Structure (SMILES)   N[C@H](C=O)CCO.O
Molar mass   121.136 g mol⁻¹

Cartesian coordinates (Å):
N (-0.381, 1.244, 0.249)
C (-0.421, -0.124, -0.257)
C (-0.715, -1.118, 0.837)
O (-0.383, -0.953, 1.982)
C (0.887, -0.525, -0.941)
C (1.060, 0.118, -2.298)
O (0.423, -0.647, -3.337)
H (-0.530, 1.261, 1.256)
H (0.535, 1.676, 0.124)
H (-1.247, -0.152, -0.975)
H (-1.263, -2.036, 0.522)
H (0.945, -1.610, -1.038)
H (1.692, -0.261, -0.251)
H (2.110, 0.169, -2.552)
H (0.674, 1.142, -2.351)
H (-0.527, -0.634, -3.145)
O (-0.503, 1.772, 3.419)
H (-1.112, 1.023, 3.374)
H (0.341, 1.334, 3.625)

Entry 2:
Here is a 2-piece molecular cluster, C4H11NO3 overall in a non-equilibrium geometry from OMol25. Energies are from wB97M-V/def2-TZVPD.

Summary:
Strongest force on any atom   5.7 eV Å⁻¹
Multiplicity   1
HOMO-LUMO gap   10.3624 eV
Lowest unoccupied orbital energy   0.55 eV
Electronic energy   -11957.0231 eV
Structure (SMILES)   CCC(=O)NCO.O
Molar mass   121.136 g mol⁻¹

Cartesian coordinates (Å):
C (1.897, -1.209, 1.510)
C (0.651, -1.005, 0.583)
C (0.173, 0.379, 0.164)
O (0.291, 1.248, 0.999)
N (-0.106, 0.782, -1.173)
C (-0.669, -0.203, -2.050)
O (-1.174, -1.360, -1.492)
H (1.838, -0.520, 2.351)
H (1.956, -2.090, 2.005)
H (2.910, -0.853, 1.026)
H (-0.295, -1.269, 1.126)
H (0.818, -1.591, -0.471)
H (-0.254, 1.735, -1.377)
H (-1.533, 0.180, -2.650)
H (0.260, -0.718, -2.613)
H (-1.914, -1.267, -0.797)
O (-1.939, 2.736, 0.897)
H (-1.689, 2.035, 1.534)
H (-1.221, 2.993, 0.427)

Entry 3:
Here is a 2-piece molecular cluster, C4H11NOS overall from OMol25. Energies are from wB97M-V/def2-TZVPD.

Summary:
Strongest force on any atom   0.8 eV Å⁻¹
Multiplicity   1
HOMO-LUMO gap   9.5283 eV
Lowest unoccupied orbital energy   0.77 eV
Electronic energy   -18699.3299 eV
Structure (SMILES)   CNC=O.CCS
Molar mass   121.205 g mol⁻¹

Cartesian coordinates (Å):
C (0.305, 2.379, 0.044)
N (1.103, 1.982, 1.188)
C (0.612, 1.141, 2.130)
O (-0.510, 0.657, 2.100)
H (0.016, 1.501, -0.558)
H (0.895, 3.062, -0.590)
H (-0.612, 2.901, 0.366)
H (2.056, 2.335, 1.301)
H (1.345, 0.931, 2.946)
C (0.375, -1.878, -1.134)
C (-1.067, -2.362, -1.078)
S (-2.290, -1.015, -1.133)
H (0.545, -1.281, -2.046)
H (1.065, -2.738, -1.142)
H (0.605, -1.251, -0.256)
H (-1.307, -2.981, -1.963)
H (-1.249, -2.979, -0.176)
H (-1.888, -0.403, 0.001)

Entry 4:
Here is one molecule with the formula C4H11NOS in a non-equilibrium geometry from OMol25. Energies are from wB97M-V/def2-TZVPD.

Summary:
Strongest force on any atom   3.3 eV Å⁻¹
Multiplicity   1
HOMO-LUMO gap   9.4957 eV
Lowest unoccupied orbital energy   0.90 eV
Electronic energy   -18697.4035 eV
Structure (SMILES)   OCNCCCS
Molar mass   121.205 g mol⁻¹

Cartesian coordinates (Å):
O (1.290, -0.968, 3.016)
C (1.630, -0.892, 1.676)
N (0.898, 0.178, 0.835)
C (0.328, -0.551, -0.323)
C (-0.182, 0.363, -1.496)
C (-1.682, 0.481, -1.602)
S (-2.497, 1.397, -0.335)
H (1.623, -0.182, 3.560)
H (1.591, -2.025, 1.413)
H (2.691, -0.571, 1.643)
H (0.222, 0.879, 1.188)
H (-0.596, -1.148, 0.047)
H (0.964, -1.281, -0.774)
H (0.310, 1.414, -1.457)
H (0.138, -0.089, -2.385)
H (-1.895, 0.892, -2.583)
H (-2.203, -0.501, -1.580)
H (-2.630, 2.606, -0.841)

Entry 5:
Here is a 2-piece molecular cluster, C4H11NOS overall in a non-equilibrium geometry from OMol25. Energies are from wB97M-V/def2-TZVPD.

Summary:
Strongest force on any atom   3.6 eV Å⁻¹
Multiplicity   1
HOMO-LUMO gap   9.6206 eV
Lowest unoccupied orbital energy   0.51 eV
Electronic energy   -18698.6715 eV
Structure (SMILES)   CC(N)=O.CCS
Molar mass   121.205 g mol⁻¹

Cartesian coordinates (Å):
C (-2.125, -1.995, 0.965)
C (-1.390, -1.969, -0.384)
N (-0.186, -2.530, -0.400)
O (-2.038, -1.465, -1.271)
H (-2.095, -2.909, 1.522)
H (-3.272, -2.037, 0.704)
H (-1.862, -1.097, 1.612)
H (0.413, -2.624, -1.180)
H (0.315, -2.987, 0.410)
C (-0.266, 2.301, 0.015)
C (0.795, 1.187, 0.172)
S (2.423, 2.135, 0.254)
H (-1.253, 1.946, -0.100)
H (0.044, 2.762, -0.900)
H (-0.021, 2.864, 0.884)
H (0.649, 0.536, 1.025)
H (0.813, 0.494, -0.670)
H (3.023, 1.179, 0.981)

Entry 6:
Here is a 2-piece molecular cluster, C4H11NP2 overall in a non-equilibrium geometry from OMol25. Energies are from wB97M-V/def2-TZVPD.

Summary:
Strongest force on any atom   2.7 eV Å⁻¹
Multiplicity   1
HOMO-LUMO gap (alpha / beta)   7.9178 / 6.9577 eV
Lowest unoccupied orbital energy (alpha / beta)   -0.97 / -1.20 eV
Electronic energy   -24389.3888 eV
Molar mass   135.087 g mol⁻¹

Cartesian coordinates (Å):
C (1.933, -1.411, 1.333)
C (-1.362, 2.465, -0.945)
C (0.585, -1.771, 1.964)
C (-0.747, 1.493, -1.967)
N (-2.133, -1.851, 1.290)
P (-0.853, -1.235, 0.793)
P (0.771, 0.681, -1.262)
H (2.790, -1.677, 1.994)
H (2.119, -2.190, 0.525)
H (1.992, -0.490, 0.645)
H (-1.767, 3.323, -1.562)
H (-2.125, 1.857, -0.344)
H (-0.565, 2.854, -0.255)
H (0.350, -1.430, 2.950)
H (0.428, -2.884, 2.069)
H (-0.606, 1.952, -2.887)
H (-1.514, 0.722, -2.172)
H (0.704, -0.408, -2.170)

Entry 7:
Here is C4H11NS as an isolated structure in a non-equilibrium geometry from OMol25. Energies are from wB97M-V/def2-TZVPD.

Summary:
Strongest force on any atom   4.2 eV Å⁻¹
Multiplicity   1
HOMO-LUMO gap   8.3691 eV
Lowest unoccupied orbital energy   0.04 eV
Electronic energy   -16649.1813 eV
Molar mass   105.206 g mol⁻¹

Cartesian coordinates (Å):
C (2.698, -0.705, 0.475)
C (1.476, -1.182, 1.260)
S (0.147, -1.747, 0.157)
H (2.424, 0.056, -0.257)
H (3.232, -1.568, 0.086)
H (3.461, -0.207, 1.101)
H (1.065, -0.393, 1.891)
H (1.757, -1.994, 1.935)
C (-1.872, 0.625, -1.072)
C (-1.888, 1.885, -1.516)
N (-2.417, 0.220, 0.134)
H (-1.481, -0.141, -1.728)
H (-1.414, 2.100, -2.466)
H (-2.298, 2.768, -1.044)
H (-0.146, -0.025, -0.257)
H (-2.872, 0.830, 0.787)
H (-1.869, -0.522, 0.515)

Entry 8:
Here is a 2-piece molecular cluster, C4H11NS overall in a non-equilibrium geometry from OMol25. Energies are from wB97M-V/def2-TZVPD.

Summary:
Strongest force on any atom   3.5 eV Å⁻¹
Multiplicity   1
HOMO-LUMO gap   8.2712 eV
Lowest unoccupied orbital energy   0.78 eV
Electronic energy   -16647.2388 eV
Molar mass   105.206 g mol⁻¹

Cartesian coordinates (Å):
C (2.893, -0.554, -1.210)
C (-2.628, -0.143, 0.424)
C (1.711, -0.652, -0.551)
C (-0.217, -0.051, 1.650)
N (-0.783, 1.294, -0.850)
S (-1.249, 0.994, 0.886)
H (3.876, -0.775, -0.658)
H (-0.658, 2.303, -0.893)
H (3.017, -0.084, -2.215)
H (-3.599, 0.147, 0.774)
H (-2.482, -1.191, 0.862)
H (-2.803, -0.025, -0.685)
H (0.749, -0.481, -0.994)
H (1.716, -1.043, 0.577)
H (0.432, 0.493, 2.418)
H (-0.143, -1.094, 1.375)
H (0.166, 0.864, -0.910)

Entry 9:
Here is one molecule with the formula C4H11NS in a non-equilibrium geometry from OMol25. Energies are from wB97M-V/def2-TZVPD.

Summary:
Strongest force on any atom   1.4 eV Å⁻¹
Multiplicity   1
HOMO-LUMO gap   9.6642 eV
Lowest unoccupied orbital energy   0.98 eV
Electronic energy   -16651.2696 eV
Structure (SMILES)   CNCCCS
Molar mass   105.206 g mol⁻¹

Cartesian coordinates (Å):
C (-2.373, 1.272, 0.688)
N (-1.382, 1.374, -0.371)
C (0.001, 1.252, 0.060)
C (0.856, 0.531, -0.989)
C (0.725, -0.985, -0.926)
S (1.119, -1.754, 0.691)
H (-2.132, 0.443, 1.351)
H (-3.361, 1.118, 0.271)
H (-2.423, 2.148, 1.353)
H (-1.632, 2.206, -0.887)
H (-0.007, 0.671, 0.985)
H (0.482, 2.205, 0.326)
H (1.904, 0.745, -0.735)
H (0.641, 0.911, -1.980)
H (1.437, -1.462, -1.601)
H (-0.275, -1.362, -1.152)
H (2.354, -1.262, 0.798)

Entry 10:
Here is a 2-piece molecular cluster, C4H11NS overall in a non-equilibrium geometry from OMol25. Energies are from wB97M-V/def2-TZVPD.

Summary:
Strongest force on any atom   5.5 eV Å⁻¹
Multiplicity   1
HOMO-LUMO gap   9.1402 eV
Lowest unoccupied orbital energy   1.00 eV
Electronic energy   -16649.8950 eV
Structure (SMILES)   C=CN.CSC
Molar mass   105.206 g mol⁻¹

Cartesian coordinates (Å):
C (-2.071, -0.877, -0.810)
C (-1.969, 0.009, 0.245)
N (-2.980, 0.941, 0.490)
H (-2.907, -0.963, -1.386)
H (-1.203, -1.547, -0.972)
H (-1.202, -0.044, 1.024)
H (-3.895, 0.876, -0.077)
H (-3.183, 1.161, 1.448)
C (1.502, 0.982, -0.750)
S (2.564, -0.476, -0.963)
C (2.779, -0.945, 0.706)
H (1.880, 1.654, 0.002)
H (0.495, 0.921, -0.430)
H (1.599, 1.598, -1.672)
H (3.797, -0.697, 1.154)
H (2.117, -0.556, 1.494)
H (2.677, -2.038, 0.498)

Entry 11:
Here is one molecule with the formula C4H11NS in a non-equilibrium geometry from OMol25. Energies are from wB97M-V/def2-TZVPD.

Summary:
Strongest force on any atom   3.7 eV Å⁻¹
Multiplicity   1
HOMO-LUMO gap   8.9641 eV
Lowest unoccupied orbital energy   0.91 eV
Electronic energy   -16648.4828 eV
Molar mass   105.206 g mol⁻¹

Cartesian coordinates (Å):
C (0.452, -2.151, -1.406)
C (0.148, 2.123, 2.037)
C (0.358, -0.598, -1.360)
C (-0.009, -0.159, 0.090)
N (-1.940, 1.674, 0.254)
S (-0.429, 1.700, 0.186)
H (-0.183, -2.664, -2.180)
H (1.483, -2.361, -1.881)
H (0.303, -2.461, -0.358)
H (0.462, 3.232, 2.032)
H (0.963, 1.350, 2.247)
H (-0.814, 1.981, 2.615)
H (-0.276, -0.179, -2.077)
H (1.365, 0.013, -1.587)
H (0.764, -0.247, 0.774)
H (-0.860, -0.840, 0.362)
H (-2.511, 2.394, -0.092)

Entry 12:
Here is an isolated ion of composition C4H11NS and charge +1 in a non-equilibrium geometry from OMol25. Energies are from wB97M-V/def2-TZVPD.

Summary:
Strongest force on any atom   1.3 eV Å⁻¹
Multiplicity   2
HOMO-LUMO gap (alpha / beta)   8.6215 / 3.7037 eV
<S²>   0.75
Lowest unoccupied orbital energy (alpha / beta)   -3.94 / -8.81 eV
Electronic energy   -16642.1341 eV
Total charge   +1
Molar mass   105.206 g mol⁻¹

Cartesian coordinates (Å):
C (0.249, -0.100, -1.042)
C (-0.635, 1.090, -0.695)
C (-0.398, 1.723, 0.716)
S (-1.984, 1.531, 1.528)
C (0.396, -1.151, 0.068)
N (1.432, -2.099, -0.216)
H (1.238, 0.230, -1.340)
H (-0.068, -0.566, -1.975)
H (-1.623, 0.594, -0.678)
H (-0.628, 1.920, -1.401)
H (-0.039, 2.745, 0.608)
H (0.289, 1.203, 1.386)
H (-1.708, 0.284, 1.969)
H (-0.563, -1.628, 0.315)
H (0.727, -0.599, 0.919)
H (1.192, -2.965, -0.666)
H (2.124, -2.212, 0.502)

Entry 13:
Here is a 2-piece molecular cluster, C4H11NS overall in a non-equilibrium geometry from OMol25. Energies are from wB97M-V/def2-TZVPD.

Summary:
Strongest force on any atom   3.4 eV Å⁻¹
Multiplicity   2
HOMO-LUMO gap (alpha / beta)   9.1266 / 5.1577 eV
<S²>   0.77
Lowest unoccupied orbital energy (alpha / beta)   -4.08 / -7.98 eV
Electronic energy   -16642.7489 eV
Total charge   +1
Molar mass   105.206 g mol⁻¹

Cartesian coordinates (Å):
C (-2.230, 0.175, 0.949)
C (-1.087, 1.142, 1.200)
S (-0.410, 1.883, -0.348)
H (-3.017, 0.604, 0.335)
H (-1.850, -0.727, 0.461)
H (-2.664, -0.171, 1.886)
H (-1.398, 1.986, 1.810)
H (-0.280, 0.679, 1.759)
C (1.737, -1.059, -1.229)
C (1.578, -1.666, -0.004)
N (2.222, 0.203, -1.399)
H (1.579, -1.582, -2.163)
H (1.178, -2.668, 0.020)
H (1.861, -1.114, 0.883)
H (1.863, 0.818, -0.648)
H (-0.951, 0.994, -1.205)
H (1.870, 0.502, -2.305)

Entry 14:
Here is a 3-piece molecular cluster, C4H11NS2 overall in a non-equilibrium geometry from OMol25. Energies are from wB97M-V/def2-TZVPD.

Summary:
Strongest force on any atom   2.0 eV Å⁻¹
Multiplicity   1
HOMO-LUMO gap   3.7497 eV
Lowest unoccupied orbital energy   -4.11 eV
Electronic energy   -27480.8629 eV
Molar mass   137.273 g mol⁻¹

Cartesian coordinates (Å):
C (-1.867, 1.399, 0.831)
C (-1.327, 1.081, -0.389)
N (-1.249, -0.265, -0.825)
C (-0.195, -0.529, -1.797)
H (-2.190, 0.539, 1.424)
H (-2.010, 2.394, 1.209)
H (-1.063, 1.825, -1.149)
H (-1.158, -0.998, -0.107)
H (-0.531, -1.348, -2.450)
H (0.062, 0.434, -2.295)
H (0.727, -0.794, -1.240)
C (1.764, -1.370, 1.442)
S (0.056, -2.003, 1.122)
S (1.828, 1.533, -0.660)
H (2.514, -1.623, 0.704)
H (2.102, -1.771, 2.387)
H (1.704, -0.304, 1.610)
H (0.834, 1.798, 0.183)

Short version: energy above the lowest of the compared OMol25 structures with the same formula, charge and spin = 1.8569 3.0864 0.5887 2.5151 1.2470 4.0120 2.6120 4.5545 0.5237 1.8983 3.3105 1.1219 0.5071 6.4026 eV, in the order given.